Formula: C6H8O3S
Source: the OMol25 dataset
Level of theory: wB97M-V/def2-TZVPD

Its HOMO-LUMO gap is 8.804 eV. Its total charge is 0.

Cartesian coordinates (Å):
C  -3.3041  -0.6761  0.3732
C  -2.1195  -1.4187  0.0707
C  -3.3392  0.5667  -0.1022
C  -1.1298  -0.7517  -0.5665
C  2.3167  0.0067  0.5219
C  2.2386  0.1431  -1.0685
O  -1.4144  2.0940  -0.0585
O  0.2957  -1.1669  -1.0426
O  0.9027  0.0216  -1.4461
S  -1.8572  1.0509  -0.9747
H  -4.1578  -1.2157  0.9096
H  -1.9332  -2.3189  0.6054
H  -4.1808  1.3357  0.0989
H  1.6820  0.6710  1.1107
H  1.9032  -0.9747  0.7638
H  3.2055  0.0394  1.0310
H  2.8267  -0.5173  -1.6976
H  2.5759  1.1395  -1.2868

Formula: C6H8O4
Source: the OMol25 dataset
Level of theory: wB97M-V/def2-TZVPD

Its HOMO-LUMO gap is 10.968 eV. Its total charge is 0. The structure (SMILES) is C#C[C@]1(COC=O)CO1.O.

Cartesian coordinates (Å):
C  7.2036  -3.4932  -2.2435
C  6.0351  -3.2974  -2.4853
C  4.6249  -3.1381  -2.8079
C  3.6474  -3.4695  -1.7067
O  3.7372  -2.7355  -0.4069
C  2.7061  -2.0338  0.0230
O  2.7175  -0.8223  -0.0142
C  4.1873  -3.3279  -4.2032
O  4.2715  -2.0348  -3.6320
H  8.2697  -3.5536  -2.1104
H  3.8196  -4.5150  -1.4145
H  2.6238  -3.3657  -2.0903
H  1.7915  -2.6194  0.2376
H  4.9371  -3.5623  -4.9629
H  3.1758  -3.6943  -4.3991
O  5.0952  0.5994  -1.2452
H  4.1708  0.9626  -1.0249
H  5.2774  0.0616  -0.4684

Formula: C6H8O4
Source: the OMol25 dataset
Level of theory: wB97M-V/def2-TZVPD

Its HOMO-LUMO gap is 9.734 eV. Its total charge is 0.

Cartesian coordinates (Å):
O  2.2431  0.5161  2.3830
C  1.8328  0.2592  1.2767
H  1.1185  -0.5712  1.1165
O  0.8151  1.5047  -0.0865
C  -0.1540  1.0843  -1.0556
C  -0.9877  -0.0459  -0.5556
C  -0.8129  -1.3683  -0.8444
O  -1.3842  -2.1302  0.1118
C  -2.1095  -1.3092  0.9092
C  -1.9505  -0.0169  0.5159
H  -0.7811  1.9520  -1.3000
H  0.4006  0.7711  -1.9523
H  -0.1681  -1.8825  -1.5514
H  -2.8230  -1.7919  1.5703
H  -2.3904  0.8615  0.9809
H  1.9512  1.6016  -0.6592
O  2.8885  0.4147  -0.0541
H  2.3114  0.1510  -0.8052

Formula: C6H8O4
Source: the OMol25 dataset
Level of theory: wB97M-V/def2-TZVPD

Its HOMO-LUMO gap is 11.067 eV. Its total charge is 0.

Cartesian coordinates (Å):
O  -2.9551  0.0034  -0.1546
C  -1.7630  0.1301  -0.0949
O  -0.9717  -0.4176  0.8594
C  0.2116  -0.3691  -0.0416
C  -0.6444  0.3912  -1.0806
C  0.1541  1.6951  -0.7784
C  1.0123  0.9024  0.2103
C  1.7633  1.2938  1.3962
O  2.4169  0.9156  0.1833
H  0.7309  -1.3164  -0.2068
H  -0.7900  0.0823  -2.1181
H  0.7353  2.0227  -1.6480
H  -0.4161  2.5403  -0.3751
H  1.8354  2.3545  1.6496
H  1.8725  0.5869  2.2228
O  -0.9233  -3.4678  0.3362
H  -1.7954  -3.2927  -0.0810
H  -0.4733  -4.0546  -0.2787

Formula: C6H8OPTl
Source: the OMol25 dataset
Level of theory: wB97M-V/def2-TZVPD

Its HOMO-LUMO gap is 3.377 eV. Its total charge is 0.

Cartesian coordinates (Å):
C  -0.0441  -2.2038  0.2796
C  0.6170  -2.2635  1.5415
C  -0.0919  -1.4239  2.4543
C  -1.2367  -0.8953  1.7717
C  -1.1973  -1.3478  0.4234
Tl  2.0895  2.0416  -0.5515
P  0.5790  1.3718  -2.7204
H  0.2507  -2.7218  -0.6257
H  1.5071  -2.8467  1.7647
H  0.1695  -1.2402  3.4993
H  -1.8946  -1.0976  -0.3785
H  -2.0090  -0.2657  2.2041
H  -0.8386  1.0987  -2.8725
H  1.1400  0.2641  -3.4513
H  0.7978  2.3844  -3.7193
O  -0.1989  5.0418  0.3536
C  0.3605  4.1039  0.0269

Formula: C6H8OS
Source: the OMol25 dataset
Level of theory: wB97M-V/def2-TZVPD

Its HOMO-LUMO gap is 9.660 eV. Its total charge is 0. The structure (SMILES) is C1=C[C@H]2OCC[C@@H]1S2.

Cartesian coordinates (Å):
C  -1.3612  0.6381  -0.7145
C  -1.3724  -0.7210  -0.9120
C  -0.6250  -1.4228  0.1909
O  0.7503  -1.4657  -0.1995
C  1.5392  -0.4152  0.2190
C  0.9516  1.0210  0.1437
C  -0.5828  0.9872  0.5498
S  -0.8782  -0.4114  1.6766
H  -1.7562  1.4516  -1.3345
H  -1.8979  -1.1572  -1.7630
H  -0.9358  -2.4581  0.3485
H  2.4685  -0.5427  -0.3070
H  1.9086  -0.5759  1.2177
H  1.0863  1.4947  -0.8183
H  1.6001  1.6242  0.7900
H  -0.8950  1.9533  0.9127

Formula: C6H8OS
Source: the OMol25 dataset
Level of theory: wB97M-V/def2-TZVPD

Its HOMO-LUMO gap (spin up / spin down) is 8.967 / 6.564 eV. Its total charge is 0.

Cartesian coordinates (Å):
C  -0.5339  0.1675  1.6563
C  -0.9622  -0.9008  0.7782
C  0.2781  1.1242  1.4229
C  -0.1089  -1.4419  0.0034
C  0.1188  3.2752  -0.3213
C  1.0942  -1.8485  -0.7181
O  2.4054  1.8234  0.1360
S  0.9575  1.7427  -0.2297
H  -0.5631  -0.1230  2.6972
H  -2.1057  -1.2372  0.8029
H  0.6233  1.8350  2.2911
H  0.6268  4.1762  -0.5003
H  -0.8796  3.2761  -0.8687
H  1.7069  -2.4021  -0.0382
H  1.6148  -0.9831  -0.9395
H  0.9449  -2.4709  -1.5464

Formula: C6H8OS
Source: the OMol25 dataset
Level of theory: wB97M-V/def2-TZVPD

Its HOMO-LUMO gap is 8.373 eV. Its total charge is 0. The structure (SMILES) is C=C/C=C\[C@H](O)C=S.

Cartesian coordinates (Å):
C  1.4011  -1.7447  -0.4928
C  2.0332  -0.6412  -0.1746
C  1.3888  0.4391  0.6627
C  0.1701  1.0196  0.6144
C  -0.9133  0.7122  -0.3487
O  -1.5353  1.9166  -0.7289
C  -1.9774  -0.0588  0.4261
S  -2.4449  -1.5751  0.1630
H  1.7867  -2.5130  -1.1743
H  0.3848  -1.9560  -0.1903
H  3.0710  -0.5060  -0.3770
H  2.0833  0.8000  1.4903
H  -0.1405  1.6719  1.4353
H  -0.5605  0.1288  -1.1798
H  -2.2681  1.6943  -1.3143
H  -2.4791  0.6123  1.1890

Formula: C6H8OS
Source: the OMol25 dataset
Level of theory: wB97M-V/def2-TZVPD

The multiplicity is 3. Its HOMO-LUMO gap (spin up / spin down) is 7.297 / 10.139 eV. Its total charge is 0.

Cartesian coordinates (Å):
C  -1.8581  1.9258  0.7554
C  1.1775  0.3676  -1.0086
C  1.9800  0.4542  0.3514
C  -0.2502  -1.2002  0.5393
C  -1.4087  -1.1940  -0.3569
C  0.8278  -0.3306  0.2101
O  -1.0478  2.5972  1.2065
S  -2.7326  0.9632  -0.0622
H  0.4203  1.1341  -1.3007
H  1.6725  0.1261  -1.9490
H  2.9029  0.0115  0.3344
H  1.9862  1.4079  0.9326
H  -0.5758  -1.1978  1.5730
H  0.3431  -2.0156  0.2827
H  -1.1010  -1.2480  -1.3845
H  -2.3361  -1.8013  -0.1235

Formula: C6H8S
Source: the OMol25 dataset
Level of theory: wB97M-V/def2-TZVPD

Its HOMO-LUMO gap is 9.934 eV. Its total charge is 0. The structure (SMILES) is SC1C=CCC=C1.

Cartesian coordinates (Å):
S  2.7606  -0.0042  -0.3426
C  1.2017  0.0014  0.6395
C  0.4075  1.2520  0.3847
C  -0.8344  1.2444  -0.0928
C  -1.6107  -0.0091  -0.3923
C  -0.8349  -1.2538  -0.0869
C  0.4136  -1.2494  0.3913
H  2.1653  0.0093  -1.5466
H  1.5960  0.0205  1.6687
H  0.9035  2.1958  0.5838
H  -1.3400  2.1996  -0.2557
H  -1.8820  -0.0186  -1.4520
H  -2.5564  0.0169  0.1579
H  -1.3270  -2.2275  -0.2402
H  0.9373  -2.1770  0.5831

Formula: C6H8S
Source: the OMol25 dataset
Level of theory: wB97M-V/def2-TZVPD

Its HOMO-LUMO gap (spin up / spin down) is 6.458 / 6.934 eV. Its total charge is 0.

Cartesian coordinates (Å):
C  -0.9644  1.5610  0.3147
C  0.3659  0.6800  0.3196
C  -1.6976  0.3064  0.0118
C  -0.4577  -0.5663  -0.1070
C  1.5386  1.0016  -0.5446
C  -0.1594  -2.0176  0.0698
S  -3.3239  -0.0468  0.1818
H  -1.3436  2.5502  0.7250
H  0.8038  0.7003  1.2584
H  1.3422  0.8117  -1.6175
H  2.3324  0.2401  -0.3233
H  1.9107  2.0163  -0.4126
H  0.7843  -2.1500  0.5317
H  -0.1098  -2.6423  -0.9932
H  -1.0216  -2.4445  0.5855

Formula: C6H8S2
Source: the OMol25 dataset
Level of theory: wB97M-V/def2-TZVPD

Its HOMO-LUMO gap is 8.634 eV. Its total charge is 0.

Cartesian coordinates (Å):
C  1.3768  1.5590  0.3467
C  1.2210  0.1766  0.7231
C  -0.0089  -0.0633  -0.1586
C  -0.0468  -1.3776  -0.7111
C  -2.3763  -0.3859  -0.4575
C  -1.3394  0.1242  0.3519
H  0.8017  2.0551  1.2049
H  2.3361  2.0580  0.2502
H  2.0438  -0.4006  0.2497
H  1.1771  -0.2207  1.7782
H  0.8934  -1.7111  -1.4648
H  -0.2013  -2.2435  0.0938
H  -3.3896  -0.4107  -0.4469
H  -1.4828  0.7761  1.0834
S  -1.5784  -1.4013  -1.6369
S  0.5738  1.4657  -1.2062

Formula: C6H8S2
Source: the OMol25 dataset
Level of theory: wB97M-V/def2-TZVPD

Its HOMO-LUMO gap is 8.227 eV. Its total charge is 0. The structure (SMILES) is S=C1CC=CSCC1.

Cartesian coordinates (Å):
S  0.0643  -0.7529  -2.7367
C  0.3533  -0.6901  -1.1370
C  -0.7692  -1.2003  -0.2252
C  -1.7388  -0.1605  0.3307
C  -1.4757  1.1230  0.5330
S  0.0450  2.0458  0.6084
C  1.2525  0.8058  0.7485
C  1.5357  -0.0010  -0.5032
H  -0.3195  -1.7756  0.6018
H  -1.3575  -1.9472  -0.7865
H  -2.7098  -0.5423  0.6095
H  -2.3096  1.8261  0.7534
H  2.1659  1.3149  1.0808
H  0.9591  0.1226  1.5600
H  2.2826  -0.7748  -0.2104
H  2.0218  0.6066  -1.2270

Formula: C6H8S2
Source: the OMol25 dataset
Level of theory: wB97M-V/def2-TZVPD

Its HOMO-LUMO gap is 8.362 eV. Its total charge is 0. The structure (SMILES) is SC[C@@]12C=C[C@@H](C1)S2.

Cartesian coordinates (Å):
S  -2.4399  -0.0165  -0.4156
C  -1.4242  -0.1193  1.0329
C  0.0125  0.1332  0.4299
C  0.2097  1.3347  -0.4111
C  1.5886  1.2595  -0.6835
C  2.1361  0.0946  0.1172
C  1.2202  0.1989  1.3346
S  0.9683  -1.3335  -0.5562
H  -3.5806  0.0358  0.2451
H  -1.8382  0.8559  1.4341
H  -1.1155  -0.8657  1.8281
H  -0.2558  1.9851  -1.1350
H  1.9311  1.9868  -1.4970
H  3.1249  -0.2740  -0.1029
H  1.2673  -0.5846  2.0117
H  1.5555  1.0509  1.8454

Formula: C6H9BaO3
Source: the OMol25 dataset
Level of theory: wB97M-V/def2-TZVPD

The multiplicity is 2. Its HOMO-LUMO gap (spin up / spin down) is 5.245 / 7.618 eV. Its total charge is +2.

Cartesian coordinates (Å):
O  -1.9607  1.0908  -0.4366
Ba  1.1874  2.4849  2.7330
C  -0.6053  1.1067  0.9933
O  1.3853  0.0950  -0.1053
C  -0.7614  0.8669  -0.9128
C  -0.3308  1.4737  -2.2061
H  -0.9157  1.0305  -3.0219
H  0.7109  1.2700  -2.4802
H  -0.5663  2.5450  -2.2176
C  0.0911  -0.0718  -0.1416
O  -0.7604  -0.6748  1.1205
C  -1.6565  -1.4907  1.8510
H  -2.3601  -1.9121  1.1272
H  -0.9800  -2.1030  2.4526
H  -2.2139  -0.8570  2.5487
C  2.2745  -1.0256  -0.2920
H  1.7602  -1.9159  -0.6648
H  2.9897  -0.6620  -1.0322
H  2.7121  -1.2504  0.6847

Computed values of energy relative to the best compared isomer or geometry (same formula, charge and spin) (unit: kcal per mole) for the preceding records, in sequence: 155.3; 106.2; 113.5; 69.2; 15.6; 34.5; 169.0; 52.9; 41.8; 8.8; 97.7; 63.6; 25.9; 98.1; 132.5.
Computed values of F_max (unit: eV Å⁻¹) for the preceding records, in sequence: 4.6; 2.9; 5.1; 2.4; 3.1; 3.6; 5.6; 2.2; 3.5; 0.7; 3.7; 6.9; 1.8; 5.6; 7.2.
Computed values of calculated total energy (unit: eV) for the preceding records, in sequence: -23322.1625; -14537.3821; -14537.0657; -14538.9833; -22376.3512; -19232.7672; -19226.9349; -19231.9692; -19228.3633; -17186.0879; -17182.2320; -28019.2864; -28020.9193; -28017.7876; -13177.9270.